No. 1
DFT (wB97M-V/def2-TZVPD) results for a structure of composition C8H18AgNO2PS.

Structure (XYZ):
```
32
Properties=species:S:1:pos:R:3:mulliken_charge:R:1
H -1.513 -3.046 -0.826 0.51
O -1.198 -4.706 1.197 -0.48
H -2.053 -1.000 -1.542 0.46
C -1.084 -0.517 -1.519 -1.01
C -0.170 -1.362 -0.618 -0.04
H -0.722 4.680 1.670 0.23
H 0.494 -2.759 2.535 0.27
H -1.714 1.443 -1.947 0.51
Ag 2.414 -2.527 3.773 0.77
H 0.855 -1.159 -0.902 0.30
C -0.468 -2.806 -0.983 -0.95
H -2.095 0.988 -0.312 0.38
H -0.694 -0.520 -2.528 0.35
H -0.331 -1.160 0.436 0.28
H 0.814 1.317 -1.113 0.39
C -0.077 1.717 -0.653 -0.32
C -1.331 0.924 -1.074 -1.04
H 3.023 4.080 -0.005 0.34
C -0.353 3.170 -1.040 -0.80
H 0.046 1.586 0.415 0.31
H 2.127 4.075 1.327 0.31
H 0.577 -4.513 2.906 0.67
C 0.737 -3.759 2.151 -1.17
P 0.850 4.415 -0.439 0.43
C -0.161 -4.110 0.961 0.63
O 0.277 -3.824 -0.275 -0.37
N 2.151 3.711 0.377 -0.50
H -0.261 -2.913 -2.037 0.34
H -1.299 3.471 -0.603 0.41
H 1.796 -3.772 1.845 0.43
S -0.135 5.644 0.933 -0.18
H -0.503 3.230 -2.109 0.54
```

lowest unoccupied orbital energy (alpha / beta)	-8.7441 / -9.5310	eV
frontier orbital gap (alpha / beta)	0.2630 / 0.2341	hartree
2S+1	2
electronic energy	-1406.6787	hartree
F_max	2.8	eV/A
<S²>	0.753
energy above the lowest of the compared OMol25 structures with the same formula, charge and spin	13.9	kcal/mol
net charge	+2

=====

No. 2
DFT (wB97M-V/def2-TZVPD) results for a structure of composition C8H18CdF12N4O12PS6.

Structure (XYZ):
```
62
Properties=species:S:1:pos:R:3:mulliken_charge:R:1
F -7.330 3.950 1.794 -0.36
C 3.343 -1.355 -1.441 -0.61
O -5.091 -4.510 1.784 -0.52
H 2.407 -2.527 1.584 0.31
F -1.038 1.424 -2.432 -0.29
H 2.776 -3.697 0.400 0.34
O -1.201 2.258 5.115 -0.53
H 1.501 -1.089 -0.293 0.36
H 8.349 -0.573 -2.590 0.35
F -6.582 3.238 -1.283 -0.34
C 6.265 0.054 -2.051 -0.48
H 4.924 0.521 0.996 0.32
H 6.425 1.020 -1.572 0.43
F -5.828 2.582 0.636 -0.43
C 4.217 0.407 0.174 -0.97
H 3.164 0.370 0.453 0.57
F -5.127 -0.638 3.850 -0.32
H 5.412 0.258 -2.698 0.30
H 4.776 -1.736 1.507 0.41
O -4.989 0.543 -4.447 -0.50
O -1.550 0.058 -4.281 -0.57
F -5.924 4.835 0.206 -0.36
O -6.243 -2.757 3.729 -0.55
O -0.909 4.530 3.249 -0.53
O -3.826 -1.618 -3.816 -0.56
H 3.113 -0.561 -2.152 0.43
C 2.212 -1.876 -0.543 -0.68
S -4.196 -0.248 -3.481 1.04
S -2.231 0.958 -3.384 0.95
N 4.439 -0.978 -0.425 0.15
H 6.046 -1.946 -1.616 0.37
S -0.417 1.933 3.893 0.93
F -8.252 4.577 -0.157 -0.35
O 0.647 3.655 1.459 -0.59
H 3.789 -2.085 -2.117 0.40
F -3.358 -3.426 0.598 -0.27
C 7.393 -0.339 -3.059 -1.39
P -7.035 3.602 0.237 1.18
H 1.643 -2.640 -1.072 0.39
H 6.615 -1.060 -0.224 0.49
O -2.793 -4.173 2.759 -0.55
O -3.932 -2.440 4.725 -0.54
H 4.393 1.242 -0.505 0.28
S -3.970 -3.620 2.055 0.98
N -4.289 -1.971 2.174 -0.11
N -3.116 0.365 -2.252 -0.14
Cd -3.183 0.466 0.732 1.76
F -1.625 4.109 1.022 -0.27
F -0.509 0.344 3.720 -0.23
F -8.069 2.348 0.219 -0.36
H 4.980 -2.934 0.233 0.32
O 1.054 2.159 3.988 -0.52
S -4.870 -2.219 3.574 0.97
N -1.258 2.196 2.350 -0.15
O -2.758 2.225 -3.861 -0.54
H 7.050 -1.109 -3.749 0.38
C 2.869 -2.630 0.602 -0.56
F -5.379 -0.477 -2.384 -0.29
C 5.925 -1.012 -1.066 -0.74
C 4.325 -2.146 0.604 -0.57
H 7.489 0.563 -3.664 0.39
S -0.662 3.603 2.190 0.98
```

lowest unoccupied orbital energy	-3.7724	eV
frontier orbital gap	0.1726	hartree
2S+1	1
electronic energy	-5534.0021	hartree
F_max	12.2	eV/A
net charge	-1